A 11-piece molecular cluster, C33H88O11 overall in a non-equilibrium geometry. Source: the Open Molecules 2025 dataset; level of theory: ωB97M-V/def2-TZVPD.

Positions of all 132 atoms, in Å:
C: -10.11403 4.03872 3.30483
C: -8.89917 4.79592 2.67744
C: -7.90758 3.80704 2.09864
O: -9.35375 5.68156 1.67390
H: -10.69383 3.56485 2.51276
H: -10.77282 4.73988 3.81713
H: -9.89579 3.29895 4.07504
H: -8.43465 5.45125 3.41423
H: -8.41886 3.15044 1.39466
H: -7.60061 3.19780 2.94876
H: -7.12700 4.33625 1.55207
H: -9.57593 5.11259 0.93328
C: -3.10481 -3.09151 5.55103
C: -4.01239 -3.90593 4.68034
C: -3.25579 -5.16468 4.17970
O: -5.07866 -4.35559 5.50179
H: -2.27484 -2.76070 4.92668
H: -2.69468 -3.67115 6.37802
H: -3.55529 -2.14792 5.85896
H: -4.48393 -3.49361 3.78830
H: -2.45217 -4.86545 3.50684
H: -3.96039 -5.84826 3.70603
H: -2.84973 -5.73296 5.01653
H: -5.70542 -4.88554 5.00387
C: 2.83263 0.82826 7.40781
C: 2.35505 2.06925 6.68400
C: 2.73136 3.51788 7.19104
O: 2.85389 1.97813 5.35228
H: 3.91721 0.73265 7.45906
H: 2.49932 0.00027 6.78216
H: 2.42049 0.72918 8.41202
H: 1.27618 2.10129 6.53201
H: 2.33064 4.24086 6.48052
H: 3.80255 3.68743 7.30013
H: 2.30631 3.61361 8.19017
H: 2.42247 1.26157 4.88109
C: -0.99570 0.75549 0.89536
C: -0.21743 -0.55777 0.56488
C: 0.64043 -0.57058 -0.71057
O: 0.65895 -0.77713 1.61440
H: -1.78651 0.88307 0.15614
H: -0.44489 1.69413 0.83486
H: -1.46041 0.80377 1.88014
H: -0.91075 -1.39875 0.55144
H: 0.15456 -0.17120 -1.60080
H: 1.02968 -1.57850 -0.85433
H: 1.47767 0.10502 -0.53533
H: 1.28671 -1.48257 1.44159
C: 7.83996 6.08068 1.55393
C: 6.57374 5.22336 1.72502
C: 6.31229 4.53464 0.41134
O: 6.85520 4.22232 2.60344
H: 8.77429 5.52755 1.45812
H: 7.98887 6.69233 2.44377
H: 7.67500 6.73148 0.69524
H: 5.74203 5.82072 2.09854
H: 5.32151 4.08755 0.49233
H: 7.10662 3.81794 0.20280
H: 6.37404 5.20979 -0.44216
H: 6.00242 3.81997 2.78365
C: 0.86725 -4.21759 -7.46847
C: -0.66355 -4.42120 -7.32754
C: -1.46998 -3.19566 -6.86481
O: -1.06805 -4.86913 -8.55070
H: 1.31138 -5.12410 -7.87969
H: 1.36608 -3.88955 -6.55651
H: 1.15110 -3.41674 -8.15122
H: -0.87639 -5.27260 -6.68110
H: -2.54647 -3.36610 -6.84999
H: -1.19065 -2.31902 -7.44926
H: -1.19342 -2.96550 -5.83591
H: -0.66028 -4.32072 -9.22492
C: 6.82337 -5.18801 0.77747
C: 6.22692 -4.11625 1.65604
C: 6.40559 -2.74530 0.98086
O: 4.84541 -4.31420 1.76102
H: 6.66480 -6.18456 1.18962
H: 7.89941 -5.11207 0.62101
H: 6.32520 -5.12422 -0.18993
H: 6.73328 -4.02298 2.61678
H: 5.84860 -1.95427 1.48299
H: 5.98008 -2.74296 -0.02265
H: 7.43526 -2.41105 0.85377
H: 4.68108 -5.13930 2.22340
C: 4.94357 3.46305 -8.75081
C: 3.76096 2.53782 -8.69629
C: 3.74788 1.51125 -7.50319
O: 2.63051 3.27508 -8.59959
H: 5.30289 3.80142 -7.77896
H: 4.67056 4.32524 -9.35929
H: 5.78241 2.98309 -9.25487
H: 3.70247 2.00294 -9.64423
H: 3.70656 2.04248 -6.55231
H: 4.70189 0.98827 -7.56995
H: 2.84359 0.90293 -7.48538
H: 2.71510 4.12287 -9.04197
C: -4.29225 5.06112 6.69762
C: -5.32414 4.71700 7.78255
C: -4.69194 3.91790 8.89149
O: -5.69044 5.98819 8.35504
H: -4.03768 4.23267 6.03658
H: -3.37344 5.37173 7.19504
H: -4.70821 5.88354 6.11565
H: -6.20155 4.21089 7.37993
H: -3.83075 4.46390 9.27665
H: -4.36246 2.96755 8.47148
H: -5.46747 3.72298 9.63220
H: -6.41507 5.82505 8.96323
C: 3.24501 -9.58558 -2.94150
C: 2.20615 -9.26873 -1.88726
C: 1.56323 -7.87784 -2.05222
O: 1.19942 -10.27319 -1.99436
H: 3.60665 -10.60450 -2.80328
H: 4.08300 -8.90707 -2.78177
H: 2.83510 -9.41722 -3.93736
H: 2.63665 -9.39519 -0.89389
H: 1.20946 -7.82759 -3.08198
H: 2.22167 -7.02317 -1.89694
H: 0.72091 -7.70389 -1.38265
H: 0.89926 -10.37694 -2.90031
C: -4.52092 2.32175 -8.16904
C: -4.22311 3.07011 -6.87240
C: -4.00657 2.18290 -5.58969
O: -3.11435 3.89178 -7.09396
H: -4.62548 3.03668 -8.98515
H: -5.45040 1.75443 -8.12081
H: -3.67725 1.67830 -8.41863
H: -5.07823 3.65498 -6.53356
H: -3.07398 1.61955 -5.62141
H: -4.87786 1.54353 -5.44770
H: -3.99524 2.77322 -4.67346
H: -2.31637 3.36213 -7.02843

Summary:
max |F|: 0.0656 Eh/bohr
calculated total energy: -2137.60681 hartree
HOMO level: -9.9515 eV
structure (SMILES): CC(C)O.CC(C)O.CC(C)O.CC(C)O.CC(C)O.CC(C)O.CC(C)O.CC(C)O.CC(C)O.CC(C)O.CC(C)O
Kohn-Sham gap: 10.091 eV
E_LUMO: 0.140 eV
relative energy (zero: lowest compared OMol25 entry of this formula, charge and spin): 107.8 kcal per mole

Mulliken atomic charge list, values in e, 6 entries: -1.16, 0.29, -1.22, -0.54, 0.30, 0.30

---

A 11-piece molecular cluster, C33H88O11 overall in a non-equilibrium geometry. Source: the Open Molecules 2025 dataset; level of theory: ωB97M-V/def2-TZVPD.

Positions of all 132 atoms, in Å:
C: 13.64450 -32.20646 -26.49145
C: 12.56703 -33.18492 -26.21634
C: 12.84781 -34.52342 -26.91544
O: 12.42232 -33.36322 -24.90560
H: 13.30135 -31.18782 -26.31057
H: 14.12727 -32.30596 -27.46363
H: 14.47467 -32.54559 -25.87182
H: 11.61220 -32.77700 -26.54804
H: 13.87053 -34.89144 -26.83353
H: 12.69928 -34.47998 -27.99439
H: 12.24946 -35.34378 -26.51907
H: 13.12230 -33.81214 -24.42590
C: 3.01489 -41.93690 -36.06356
C: 4.33433 -41.21034 -36.33036
C: 5.11337 -40.77397 -35.06413
O: 5.11307 -42.03971 -37.15400
H: 2.42870 -41.41504 -35.30716
H: 3.20544 -42.96790 -35.76551
H: 2.49319 -41.93249 -37.02059
H: 4.12798 -40.26304 -36.82848
H: 4.59291 -39.98731 -34.51790
H: 6.18438 -40.57710 -35.11194
H: 5.03624 -41.57205 -34.32573
H: 4.79347 -42.88660 -36.83425
C: 6.38105 -34.99843 -28.44717
C: 5.45050 -35.74322 -29.38719
C: 5.65049 -37.24977 -29.60620
O: 4.09684 -35.50542 -29.11034
H: 6.63978 -35.57479 -27.55895
H: 5.92509 -34.06615 -28.11392
H: 7.36279 -34.80477 -28.87934
H: 5.55700 -35.32905 -30.38980
H: 5.41922 -38.06221 -28.91734
H: 6.69971 -37.28392 -29.89962
H: 5.10606 -37.52035 -30.51090
H: 4.01830 -35.49563 -28.15363
C: 17.21367 -37.37625 -38.28526
C: 16.94115 -36.23728 -39.27116
C: 15.44858 -36.08183 -39.54923
O: 17.44460 -35.05530 -38.67826
H: 16.53401 -37.27234 -37.43947
H: 18.18423 -37.48155 -37.80049
H: 16.93643 -38.34179 -38.70831
H: 17.52867 -36.32632 -40.18493
H: 15.09059 -36.89365 -40.18239
H: 15.25101 -35.21219 -40.17597
H: 14.84370 -36.03100 -38.64389
H: 17.07340 -35.03103 -37.79326
C: 16.29190 -32.96943 -32.35089
C: 16.34345 -32.67606 -33.83101
C: 17.57973 -31.95320 -34.36708
O: 16.04746 -33.74537 -34.62498
H: 15.39816 -33.54055 -32.09956
H: 16.32684 -32.06893 -31.73773
H: 17.20553 -33.44483 -31.99399
H: 15.42407 -32.10839 -33.97455
H: 18.39691 -32.66904 -34.45590
H: 17.76349 -31.10097 -33.71283
H: 17.27202 -31.56084 -35.33634
H: 15.12090 -33.86763 -34.40559
C: 11.60669 -40.35107 -38.56906
C: 10.31638 -40.84448 -39.25192
C: 10.04103 -42.25068 -38.95639
O: 9.23641 -40.08522 -38.76117
H: 12.31601 -41.17135 -38.67911
H: 11.48592 -40.43131 -37.48875
H: 12.06988 -39.41155 -38.87050
H: 10.40270 -40.85807 -40.33840
H: 9.70405 -42.27500 -37.92008
H: 10.85108 -42.97836 -39.00543
H: 9.13129 -42.59028 -39.45151
H: 8.44823 -40.63236 -38.72918
C: 3.05054 -35.13695 -37.42445
C: 3.72605 -34.34075 -36.22435
C: 2.98610 -33.02603 -35.80002
O: 3.73299 -35.21204 -35.25003
H: 1.97196 -35.25531 -37.32074
H: 3.44620 -36.11207 -37.70854
H: 3.07001 -34.54481 -38.33937
H: 4.75179 -34.06295 -36.46683
H: 3.48012 -32.33002 -35.12205
H: 1.97956 -33.21269 -35.42570
H: 2.86776 -32.37944 -36.66952
H: 2.83235 -35.43014 -34.99925
C: 6.82297 -28.48181 -30.65065
C: 8.19013 -28.53753 -31.31583
C: 8.04851 -29.02167 -32.76888
O: 8.85241 -27.32353 -31.21094
H: 6.01058 -28.31110 -31.35704
H: 6.74210 -27.60480 -30.00845
H: 6.51354 -29.40831 -30.16699
H: 8.85999 -29.28462 -30.89009
H: 7.32730 -28.30646 -33.16441
H: 7.63816 -30.03140 -32.78118
H: 9.00446 -29.11583 -33.28405
H: 8.51679 -26.74317 -31.89806
C: 17.68202 -38.32705 -30.13885
C: 17.69903 -37.88165 -28.70301
C: 18.36140 -38.85804 -27.78215
O: 18.38119 -36.71262 -28.55469
H: 18.70083 -38.45102 -30.50595
H: 17.17395 -37.59332 -30.76464
H: 17.16306 -39.28014 -30.24080
H: 16.64421 -37.76156 -28.45602
H: 18.06013 -39.89240 -27.94770
H: 18.24711 -38.62679 -26.72311
H: 19.43667 -38.85037 -27.96059
H: 19.23146 -36.78843 -28.99389
C: 10.14373 -33.77023 -40.17596
C: 9.57214 -35.18536 -40.25135
C: 10.03004 -35.89632 -41.47253
O: 10.06063 -35.69341 -39.04239
H: 11.20505 -33.76875 -40.42436
H: 9.99251 -33.33588 -39.18774
H: 9.63175 -33.06094 -40.82626
H: 8.49647 -35.01383 -40.29182
H: 11.05526 -35.58437 -41.67184
H: 9.41578 -35.73170 -42.35780
H: 10.14970 -36.97369 -41.35823
H: 9.43127 -36.37660 -38.80001
C: 9.43128 -35.37520 -34.11920
C: 10.85568 -35.37124 -33.67895
C: 11.41732 -36.70011 -33.26999
O: 11.63521 -35.02527 -34.79384
H: 9.21125 -34.53943 -34.78342
H: 8.90802 -35.19288 -33.18056
H: 9.09899 -36.35210 -34.47040
H: 10.93629 -34.66426 -32.85326
H: 12.21538 -36.43051 -32.57824
H: 11.87265 -37.29133 -34.06449
H: 10.62095 -37.31077 -32.84457
H: 11.24346 -35.21873 -35.64865

Summary:
max |F|: 0.1077 Eh/bohr
calculated total energy: -2137.52326 hartree
HOMO level: -9.7331 eV
structure (SMILES): CC(C)O.CC(C)O.CC(C)O.CC(C)O.CC(C)O.CC(C)O.CC(C)O.CC(C)O.CC(C)O.CC(C)O.CC(C)O
Kohn-Sham gap: 9.895 eV
E_LUMO: 0.162 eV
relative energy (zero: lowest compared OMol25 entry of this formula, charge and spin): 160.3 kcal per mole

Mulliken atomic charge list, values in e, 6 entries: -1.17, 0.51, -1.32, -0.57, 0.29, 0.33

---

A 13-piece molecular cluster, C33H91NO13 overall in a non-equilibrium geometry. Source: the Open Molecules 2025 dataset; level of theory: ωB97M-V/def2-TZVPD.

Positions of all 138 atoms, in Å:
C: 6.50440 -25.97106 12.98320
C: 6.71195 -27.09327 11.94124
C: 7.25917 -26.28758 10.67500
C: 8.83012 -26.00995 10.68663
C: 9.63331 -27.24583 11.00528
C: 9.18525 -27.88586 12.29388
N: 7.72408 -28.09849 12.26644
O: 7.35468 -28.87554 13.35384
C: 9.94876 -29.20684 12.18750
C: 9.58728 -27.11432 13.55264
C: 5.30394 -27.80204 11.66690
H: 7.21130 -25.14140 12.97586
H: 6.53179 -26.34719 14.00589
H: 5.47614 -25.61672 12.91088
H: 6.90387 -26.82267 9.79435
H: 6.82003 -25.28997 10.66922
H: 9.06424 -25.29327 11.47381
H: 8.99089 -25.68191 9.65967
H: 10.67470 -26.94536 11.12073
H: 9.54338 -27.93765 10.16779
H: 9.91771 -29.83305 13.07913
H: 9.63509 -29.80957 11.33520
H: 11.01290 -29.12007 11.96799
H: 9.47937 -27.69295 14.47005
H: 10.66423 -26.95043 13.59036
H: 9.05180 -26.23917 13.92072
H: 5.56973 -28.76046 11.22094
H: 4.58400 -27.25033 11.06242
H: 4.92368 -28.13171 12.63376
H: 7.66528 -28.41855 14.13888
C: -2.19374 -24.60048 12.74595
C: -2.37702 -24.42165 11.28422
O: -3.22200 -25.46359 10.69090
H: -3.14779 -24.92143 13.16414
H: -1.81183 -23.66471 13.15407
H: -1.46010 -25.38470 12.93270
H: -1.38813 -24.42035 10.82577
H: -2.91055 -23.49479 11.07357
H: -2.68982 -25.81688 9.97425
C: 4.35895 -25.52204 8.10376
C: 3.89681 -24.49709 9.18434
O: 2.69812 -24.81573 9.83460
H: 3.47366 -25.72265 7.50034
H: 4.62500 -26.48135 8.54766
H: 5.14893 -25.21185 7.41980
H: 3.79775 -23.51506 8.72184
H: 4.65266 -24.28465 9.94042
H: 1.94568 -24.78218 9.23936
C: -0.64247 -20.81828 11.75796
C: -2.04024 -20.31206 11.25601
O: -2.17958 -19.02796 10.74573
H: 0.09038 -20.82821 10.95115
H: -0.66983 -21.88487 11.98103
H: -0.26846 -20.15477 12.53768
H: -2.72337 -20.32883 12.10523
H: -2.47248 -20.99556 10.52519
H: -3.11954 -18.89548 10.60244
C: 2.76493 -23.80646 17.56067
C: 3.18904 -22.31986 17.83036
O: 2.22888 -21.56756 18.50477
H: 2.89764 -24.58803 18.30876
H: 3.29260 -24.18663 16.68594
H: 1.68791 -23.77629 17.39568
H: 3.57694 -21.86362 16.91960
H: 4.05955 -22.36525 18.48477
H: 2.61664 -20.69367 18.59172
C: 1.90008 -28.42652 14.43573
C: 2.30180 -27.35491 15.49123
O: 1.44700 -26.24308 15.36501
H: 1.95507 -27.99130 13.43790
H: 0.90545 -28.82434 14.63707
H: 2.61462 -29.24176 14.54933
H: 3.25554 -26.95107 15.15155
H: 2.30027 -27.71725 16.51925
H: 1.59919 -25.90396 14.47989
C: -3.63374 -22.20369 16.07260
C: -2.41416 -23.15295 16.19591
O: -2.77730 -24.36822 16.73435
H: -4.17967 -22.00745 16.99540
H: -4.40306 -22.60473 15.41275
H: -3.25270 -21.25751 15.68834
H: -1.74917 -22.72222 16.94448
H: -1.82258 -23.28409 15.28985
H: -1.99383 -24.87918 16.95044
C: 1.30633 -23.25809 13.05180
C: 2.56305 -24.10012 13.12906
O: 2.24921 -25.43038 12.71280
H: 0.61930 -23.51040 13.85953
H: 0.81742 -23.43690 12.09415
H: 1.62470 -22.22073 13.15484
H: 3.05201 -24.15598 14.10163
H: 3.34642 -23.68011 12.49817
H: 2.03567 -25.37254 11.77864
C: 2.51555 -19.27917 12.13848
C: 2.98609 -19.62991 10.74730
O: 4.39648 -19.90522 10.78320
H: 3.22015 -18.64191 12.67283
H: 2.32820 -20.18460 12.71572
H: 1.56577 -18.74562 12.10193
H: 2.90634 -18.70523 10.17571
H: 2.47130 -20.43203 10.21843
H: 4.86539 -19.46409 10.07106
C: 0.45023 -18.97031 15.72405
C: -0.28187 -20.33396 15.86749
O: 0.70824 -21.33121 15.66559
H: -0.24554 -18.15367 15.91668
H: 0.88139 -18.81072 14.73575
H: 1.30893 -18.91810 16.39338
H: -1.13505 -20.45590 15.20017
H: -0.66895 -20.37846 16.88547
H: 0.94636 -21.61535 16.55112
C: 1.44724 -28.16704 10.07364
C: 1.76587 -29.62502 10.02157
O: 1.32675 -30.11067 8.79693
H: 2.19734 -27.44920 9.74174
H: 1.17530 -27.91639 11.09898
H: 0.63333 -27.85553 9.41894
H: 1.11191 -30.18824 10.68732
H: 2.81581 -29.85376 10.20435
H: 1.43494 -31.06206 8.86587
C: -0.24051 -23.12396 8.29848
C: 0.52754 -23.72500 7.16677
O: 0.90734 -24.97705 7.65683
H: 0.43521 -23.04200 9.14982
H: -1.14807 -23.68408 8.52367
H: -0.56549 -22.11548 8.04266
H: 1.38883 -23.09634 6.94078
H: 0.00172 -23.90392 6.22889
H: 1.16874 -25.52119 6.91039
C: 5.23671 -19.82452 14.87386
C: 4.49903 -21.08441 14.36169
O: 4.96540 -21.48286 13.08618
H: 4.82600 -19.37063 15.77574
H: 5.32067 -19.04610 14.11550
H: 6.29319 -20.04904 15.02062
H: 3.41337 -20.99398 14.32635
H: 4.68143 -21.90448 15.05618
H: 4.64919 -20.88207 12.40746

Summary:
max |F|: 0.0602 Eh/bohr
calculated total energy: -2344.51418 hartree
spin multiplicity: 2
HOMO level (spin up / spin down): 0.5688 / -6.5877 eV
charge: -1
Kohn-Sham gap (spin up / spin down): 1.537 / 8.619 eV
E_LUMO (spin up / spin down): 2.106 / 2.031 eV

Mulliken atomic charge list, values in e, 6 entries: -1.80, 2.40, -0.66, -1.03, -1.22, 1.63